Entry 1:
{
  "formula": "C39H49BN6PS3Zn",
  "method": "the ωB97M-V functional and the def2-TZVPD basis",
  "symbols": ["Zn", "C", "C", "C", "C", "N", "C", "C", "N", "B", "N", "C", "C", "N", "C", "S", "C", "C", "C", "C", "N", "C", "C", "N", "C", "S", "C", "C", "C", "C", "C", "S", "H", "H", "H", "H", "H", "H", "H", "H", "H", "H", "H", "H", "H", "H", "H", "H", "H", "H", "H", "H", "H", "H", "H", "H", "H", "H", "H", "H", "H", "H", "H", "H", "H", "H", "C", "C", "C", "C", "C", "C", "P", "C", "C", "C", "C", "C", "C", "C", "C", "C", "C", "C", "C", "H", "H", "H", "H", "H", "H", "H", "H", "H", "H", "H", "H", "H", "H", "H"],
  "xyz": [[0.004398, -0.113453, 0.026610], [1.397873, -2.668595, -5.326226], [1.662404, -1.832064, -4.076536], [0.755330, -0.602603, -4.115554], [3.144517, -1.463951, -4.049680], [1.320374, -2.653109, -2.866935], [0.774754, -3.923833, -2.921308], [0.545067, -4.315729, -1.655805], [0.939372, -3.299014, -0.813413], [0.687226, -3.470682, 0.711573], [-0.802358, -3.254075, 1.101757], [-1.279590, -3.888201, 2.228007], [-2.555137, -3.507016, 2.414521], [-2.875063, -2.625930, 1.396856], [-1.788519, -2.486303, 0.600884], [-1.679266, -1.503465, -0.824755], [-4.196786, -1.924227, 1.275872], [-5.109747, -2.401859, 2.403367], [-3.981218, -0.420604, 1.439180], [-4.845937, -2.280483, -0.059841], [1.681103, -2.642257, 1.576867], [2.975240, -3.105450, 1.680965], [3.686285, -2.198353, 2.367125], [2.830693, -1.158419, 2.697426], [1.604441, -1.450192, 2.202103], [0.154931, -0.507439, 2.325301], [3.386853, 0.025954, 3.440000], [4.502838, 0.609664, 2.570309], [3.933577, -0.486338, 4.773049], [2.374702, 1.129498, 3.720652], [1.410314, -2.288001, -1.566296], [2.020081, -0.780248, -0.964609], [1.667822, -2.065633, -6.191716], [0.345185, -2.935390, -5.425965], [2.007112, -3.572860, -5.350912], [0.937327, -0.053300, -5.040287], [0.939405, 0.066717, -3.278554], [-0.292793, -0.907586, -4.098209], [3.389197, -0.928390, -4.967516], [3.759348, -2.364446, -4.007121], [3.392302, -0.826442, -3.205945], [0.608104, -4.446991, -3.841561], [0.139828, -5.235677, -1.274491], [0.925589, -4.625174, 0.953713], [-0.664256, -4.561821, 2.796731], [-3.252283, -3.794893, 3.175753], [-4.697572, -2.172014, 3.386291], [-5.320950, -3.469974, 2.337359], [-6.057376, -1.873968, 2.310092], [-3.504956, -0.210874, 2.398658], [-4.949325, 0.081948, 1.421149], [-3.366403, -0.006159, 0.643940], [-4.909425, -3.363778, -0.173476], [-4.293570, -1.871858, -0.901691], [-5.858754, -1.877051, -0.081205], [3.270729, -4.047780, 1.255600], [4.719467, -2.206514, 2.656289], [5.319732, -0.093192, 2.410850], [4.912839, 1.492817, 3.060291], [4.105947, 0.904644, 1.597558], [4.714205, -1.234721, 4.641625], [3.132836, -0.922148, 5.371531], [4.362349, 0.347447, 5.328545], [1.974223, 1.565960, 2.808005], [2.911046, 1.908179, 4.265186], [1.548449, 0.787469, 4.338749], [2.970700, 4.988531, 0.774473], [3.233394, 3.717596, 0.283832], [2.183554, 2.877075, -0.056121], [0.866507, 3.310074, 0.083819], [0.608121, 4.588848, 0.574301], [1.659636, 5.423021, 0.920947], [-0.470265, 2.191121, -0.399884], [-0.789180, 2.482701, -2.158018], [-0.076325, 3.421922, -2.895777], [-0.320911, 3.564844, -4.255591], [-1.278772, 2.779275, -4.877856], [-1.994119, 1.840760, -4.143408], [-1.745076, 1.684998, -2.790516], [-1.934589, 2.762770, 0.501228], [-3.018752, 3.374753, -0.118149], [-4.116814, 3.765843, 0.637433], [-4.130815, 3.555589, 2.007945], [-3.045369, 2.951296, 2.630819], [-1.953389, 2.549081, 1.880680], [3.789054, 5.643219, 1.044099], [4.254930, 3.379404, 0.167449], [2.390836, 1.884908, -0.441702], [-0.413433, 4.928163, 0.693387], [1.456207, 6.413986, 1.304472], [0.671046, 4.039947, -2.414300], [0.236918, 4.295299, -4.826527], [-1.470157, 2.897068, -5.936375], [-2.742046, 1.226545, -4.627870], [-2.297445, 0.943520, -2.222060], [-3.010821, 3.548413, -1.186651], [-4.959092, 4.241057, 0.152121], [-4.986365, 3.865191, 2.593789], [-3.052887, 2.790016, 3.700978], [-1.108410, 2.073397, 2.368305]],
  "forces_ev_per_angstrom": [[-0.0062, 0.0039, -0.0043], [-0.0041, 0.0013, -0.0075], [0.0086, -0.0038, 0.0009], [-0.0004, -0.0022, -0.0032], [-0.0031, 0.0005, -0.0030], [-0.0015, -0.0046, 0.0107], [0.0014, -0.0047, -0.0043], [0.0025, 0.0129, 0.0036], [-0.0018, -0.0009, -0.0201], [0.0022, 0.0169, 0.0307], [0.0023, -0.0205, -0.0307], [0.0133, 0.0059, -0.0065], [0.0024, 0.0230, 0.0383], [0.0055, 0.0071, -0.0286], [-0.0118, -0.0151, 0.0216], [0.0128, 0.0102, 0.0057], [-0.0019, -0.0127, 0.0012], [-0.0032, -0.0262, -0.0173], [-0.0113, 0.0039, 0.0106], [0.0031, -0.0024, -0.0137], [0.0122, 0.0003, -0.0031], [-0.0081, -0.0142, -0.0065], [-0.0036, 0.0081, 0.0066], [0.0009, -0.0106, 0.0061], [0.0094, -0.0042, 0.0031], [-0.0167, 0.0024, 0.0157], [0.0007, 0.0091, -0.0164], [0.0074, 0.0024, -0.0051], [-0.0040, -0.0015, -0.0026], [0.0048, -0.0019, 0.0081], [-0.0256, 0.0023, -0.0137], [0.0182, -0.0077, 0.0011], [0.0003, 0.0000, -0.0013], [0.0019, -0.0005, -0.0004], [0.0005, 0.0027, -0.0013], [0.0009, -0.0012, -0.0007], [-0.0010, 0.0006, 0.0052], [0.0029, 0.0012, 0.0004], [-0.0007, 0.0004, 0.0004], [-0.0012, 0.0009, 0.0021], [-0.0008, 0.0006, 0.0066], [-0.0005, 0.0025, 0.0057], [0.0002, 0.0009, 0.0007], [-0.0033, -0.0013, 0.0085], [-0.0024, -0.0048, -0.0066], [0.0078, -0.0033, -0.0055], [-0.0203, 0.0092, 0.0038], [0.0165, -0.0022, 0.0021], [0.0025, 0.0067, -0.0002], [0.0058, 0.0042, -0.0034], [0.0015, 0.0020, 0.0007], [0.0071, -0.0084, -0.0037], [-0.0130, -0.0030, 0.0046], [-0.0059, -0.0058, 0.0054], [0.0074, 0.0150, 0.0010], [-0.0008, 0.0026, 0.0026], [-0.0026, -0.0009, 0.0007], [-0.0032, -0.0018, 0.0015], [-0.0013, 0.0012, -0.0015], [-0.0025, 0.0033, 0.0026], [0.0005, 0.0006, 0.0025], [0.0006, -0.0003, 0.0001], [-0.0003, 0.0005, -0.0020], [-0.0004, 0.0014, -0.0052], [-0.0004, -0.0012, 0.0013], [-0.0006, 0.0012, -0.0001], [-0.0131, 0.0301, 0.0123], [-0.0122, -0.0252, -0.0080], [0.0246, -0.0053, -0.0016], [-0.0308, 0.0636, 0.0060], [-0.0009, -0.0355, 0.0071], [0.0344, -0.0040, -0.0014], [-0.0247, -0.0380, -0.0180], [0.0256, 0.0240, -0.0087], [-0.0055, 0.0015, -0.0068], [0.0028, 0.0057, 0.0017], [-0.0038, -0.0036, 0.0062], [-0.0016, 0.0042, -0.0143], [-0.0002, -0.0061, 0.0138], [0.0163, -0.0013, 0.0087], [-0.0054, 0.0019, -0.0072], [-0.0015, -0.0010, 0.0038], [0.0005, -0.0007, -0.0038], [0.0021, 0.0005, 0.0016], [-0.0086, 0.0047, 0.0071], [-0.0015, -0.0007, 0.0011], [-0.0017, -0.0004, -0.0009], [0.0030, -0.0032, -0.0032], [0.0018, 0.0031, -0.0038], [-0.0007, -0.0005, -0.0003], [-0.0033, -0.0025, -0.0026], [-0.0013, 0.0008, 0.0013], [-0.0002, -0.0012, 0.0004], [0.0013, -0.0009, 0.0032], [0.0004, -0.0027, 0.0013], [0.0012, -0.0013, 0.0029], [0.0010, 0.0001, 0.0006], [0.0005, 0.0005, -0.0016], [0.0015, -0.0013, -0.0011], [0.0005, -0.0050, 0.0002]],
  "homo_energy_ha": -0.3827,
  "total_energy_ha": -5184.265579,
  "charge": 1,
  "homo_lumo_gap_ev": 8.898
}

Entry 2:
{
  "formula": "C39H49CoN10OP2Sb",
  "method": "the ωB97M-V functional and the def2-TZVPD basis",
  "symbols": ["Co", "C", "N", "C", "C", "N", "C", "P", "C", "N", "C", "C", "N", "C", "C", "N", "C", "C", "N", "C", "H", "H", "H", "H", "H", "H", "H", "H", "H", "H", "H", "H", "H", "H", "H", "C", "C", "C", "C", "C", "C", "Sb", "C", "C", "C", "C", "C", "C", "C", "C", "C", "C", "C", "C", "H", "H", "H", "H", "H", "H", "H", "H", "H", "H", "H", "H", "H", "H", "H", "C", "N", "C", "C", "O", "H", "H", "H", "H", "H", "H", "H", "C", "N", "C", "N", "C", "N", "C", "P", "C", "C", "H", "H", "H", "H", "H", "H", "H", "H", "H", "H", "H", "H"],
  "xyz": [[-0.673391, -1.501164, -0.071605], [-4.883791, -0.305364, -3.333105], [-3.853091, -0.016864, -2.372805], [-3.479791, 1.196936, -1.902805], [-2.472591, 0.971236, -1.004905], [-2.221591, -0.358164, -0.933005], [-3.081491, -0.941064, -1.765605], [-3.404991, -2.734664, -1.939305], [-1.696891, -3.193264, -2.381505], [-0.595091, -2.657664, -1.859705], [0.437609, -3.205564, -2.545105], [-0.041291, -4.080364, -3.480005], [-1.389491, -4.067964, -3.362905], [-2.304891, -4.862664, -4.142205], [-3.243991, -3.074064, -0.150405], [-2.224291, -2.776264, 0.656695], [-2.586491, -3.218164, 1.888695], [-3.830091, -3.787464, 1.820995], [-4.233191, -3.684564, 0.531995], [-5.474791, -4.141064, -0.036505], [-5.178391, 0.607836, -3.845105], [-5.761291, -0.728064, -2.839105], [-4.522991, -1.022364, -4.073405], [-3.920291, 2.114136, -2.236205], [-1.961391, 1.680436, -0.386205], [1.454309, -2.941964, -2.352305], [0.467709, -4.689164, -4.199505], [-1.752791, -5.653264, -4.648605], [-2.803891, -4.251164, -4.895905], [-3.057391, -5.315964, -3.496005], [-1.945591, -3.122264, 2.742995], [-4.426691, -4.239964, 2.585995], [-6.129791, -4.511064, 0.747595], [-5.297991, -4.948964, -0.747705], [-5.980091, -3.328064, -0.560305], [-1.961991, 5.013136, 3.348895], [-1.066891, 4.075536, 3.837895], [-0.391091, 3.242536, 2.962195], [-0.595391, 3.375236, 1.597995], [-1.511791, 4.288136, 1.102795], [-2.186791, 5.116736, 1.986095], [0.633309, 2.201636, 0.238995], [2.612909, 3.034536, 0.542295], [3.367609, 3.301836, -0.589905], [4.615209, 3.887236, -0.451505], [5.115909, 4.153636, 0.813495], [4.361509, 3.865136, 1.939995], [3.106209, 3.292636, 1.810495], [0.226709, 3.067036, -1.711605], [-0.091791, 2.270336, -2.796605], [-0.400991, 2.862636, -4.010005], [-0.387291, 4.242636, -4.130905], [-0.027391, 5.031236, -3.050105], [0.284509, 4.445436, -1.832905], [-2.488991, 5.660536, 4.031295], [-0.887891, 3.998536, 4.899395], [0.294609, 2.495336, 3.341695], [-1.690291, 4.375936, 0.038895], [-2.882591, 5.847636, 1.604295], [2.980209, 3.078936, -1.578005], [5.189509, 4.126136, -1.332205], [6.107309, 4.560036, 0.919795], [4.742709, 4.082136, 2.925595], [2.522709, 3.068936, 2.693195], [-0.098991, 1.190636, -2.698605], [-0.646591, 2.245336, -4.861205], [-0.654591, 4.708036, -5.067005], [0.017409, 6.106136, -3.148205], [0.576609, 5.062536, -0.995005], [-1.551691, -0.443164, 5.092095], [-0.843391, -0.705764, 3.861295], [0.249009, -1.647964, 3.952895], [-1.144991, -0.094864, 2.735295], [-0.524491, -0.208064, 1.657395], [-1.767891, -1.383864, 5.596995], [-2.483091, 0.076436, 4.886095], [-0.940691, 0.173536, 5.755495], [1.080309, -1.222164, 4.522795], [0.579509, -1.906264, 2.945795], [-0.080791, -2.551864, 4.466895], [-2.002991, 0.582736, 2.805195], [4.833209, -0.335064, 0.129395], [4.275209, -0.920664, 1.334495], [4.611509, -2.333064, 1.408695], [4.089009, -3.014664, 0.244395], [4.633909, -2.429364, -0.966905], [4.313109, -1.012064, -1.043405], [2.919009, -0.759264, -1.266405], [1.803909, -1.423164, 0.117795], [2.879009, -0.658864, 1.495195], [2.664209, -3.111064, 0.256395], [5.921509, -0.435864, 0.152495], [4.579709, 0.727236, 0.077295], [4.182809, -2.764764, 2.315195], [5.695909, -2.443564, 1.445395], [4.233509, -2.937364, -1.846705], [5.720709, -2.549064, -0.964005], [2.629209, -1.210564, -2.218805], [2.763209, 0.322936, -1.342505], [2.560609, -1.061764, 2.458095], [2.732709, 0.424536, 1.511195], [2.330709, -3.750164, -0.564305], [2.345109, -3.579164, 1.194095]],
  "forces_ev_per_angstrom": [[-0.1848, 0.0228, 0.0076], [-0.7628, -0.1922, -0.5875], [0.5582, -0.1848, 0.3810], [0.2670, 0.4382, 0.2711], [-0.3104, 0.2449, -0.0946], [-0.0254, -0.4531, -0.0733], [-0.1648, -0.3005, -0.0647], [0.6939, 0.2186, 0.3984], [-0.4423, 0.0746, -0.0220], [-0.4195, -0.0246, 0.1074], [0.2753, -0.2612, -0.3673], [0.5445, 0.1198, 0.1048], [0.1905, 0.4469, 0.5205], [-0.6126, -0.3600, -0.4964], [0.0144, -0.0188, -0.3002], [-0.0989, 0.1832, -0.5511], [-0.2153, -0.1863, 0.2013], [0.2889, 0.0766, 0.4734], [0.6167, 0.2525, 0.0839], [-0.7707, -0.3482, -0.3906], [0.0586, -0.0187, 0.0458], [0.0569, 0.0893, -0.0449], [-0.0286, 0.1632, 0.0659], [-0.1692, 0.1436, -0.0836], [-0.0284, 0.1674, 0.0288], [0.2377, -0.0089, 0.0103], [0.0835, -0.1380, -0.1226], [-0.0362, 0.0729, 0.0973], [0.0510, -0.0389, 0.0494], [0.1046, 0.0002, -0.0732], [0.0770, -0.0163, 0.1364], [-0.1784, -0.1261, 0.1031], [0.0713, 0.0437, 0.0431], [0.0054, 0.0093, 0.0964], [0.0248, -0.0462, 0.1359], [-0.0344, 0.0378, -0.0234], [0.0665, -0.0906, 0.0866], [0.1287, -0.1616, 0.1608], [0.4156, -0.8116, -0.5959], [-0.0507, 0.0279, -0.2895], [-0.0288, 0.0205, -0.0383], [0.4706, 2.0159, -0.1933], [-0.8197, -0.6094, -0.0653], [-0.0533, -0.0862, -0.4140], [-0.0685, -0.0303, -0.0498], [0.0296, -0.0802, -0.0652], [-0.1585, -0.0529, 0.1664], [0.0411, -0.0194, 0.3112], [0.0481, -0.5674, 0.6699], [-0.0068, -0.2928, -0.0148], [0.0081, -0.0811, -0.0770], [-0.0252, 0.0211, -0.0093], [0.0274, 0.1073, 0.0415], [0.0789, 0.1913, 0.1703], [-0.0471, 0.0868, 0.0772], [0.0008, -0.0124, 0.1051], [0.0892, 0.0189, 0.1176], [-0.0167, 0.0412, -0.0358], [-0.0807, 0.0585, -0.0294], [0.0546, 0.0402, -0.0131], [0.1036, 0.0098, -0.0837], [0.1310, 0.1600, 0.0340], [0.0783, 0.0308, 0.0788], [0.0172, 0.0290, 0.0659], [-0.0588, -0.0240, -0.0723], [-0.0241, -0.0392, -0.0743], [0.0366, 0.0241, -0.1084], [-0.0221, 0.0566, -0.0112], [0.0016, 0.1228, 0.0513], [-0.2769, 0.2767, 0.4880], [0.0942, -0.0811, -0.4731], [0.4123, -0.2697, -0.1768], [-0.5091, 0.3158, 0.4570], [0.1611, -0.3773, -0.2550], [-0.0524, 0.0319, -0.0322], [-0.0490, 0.0284, 0.0092], [-0.0282, -0.0723, -0.0110], [-0.0634, -0.0194, -0.0847], [0.0316, 0.0140, 0.1637], [-0.0439, 0.0557, -0.0033], [-0.0155, -0.0147, 0.0341], [-0.1296, -0.0113, 0.0083], [0.5766, 0.4128, 0.7043], [-0.1429, 0.2256, -0.0810], [0.3290, -0.8867, 0.0050], [-0.0949, 0.0936, -0.0314], [0.5037, 0.2252, -0.5893], [-0.4402, 0.0168, -0.2066], [1.4185, -0.0781, 0.0314], [-0.6520, 0.1839, 0.1915], [-0.5245, -0.2506, -0.1144], [-0.1154, -0.0148, -0.0129], [0.0227, -0.0091, 0.0544], [0.0402, -0.0209, -0.0057], [-0.0356, 0.0133, -0.0329], [0.0041, -0.0647, 0.0308], [-0.1284, 0.0245, 0.0156], [-0.0760, 0.1344, 0.0030], [-0.0442, -0.0690, -0.0606], [-0.1072, 0.0529, -0.0198], [-0.0780, -0.0703, 0.0504], [-0.0284, -0.0124, 0.0903], [-0.0628, 0.0304, -0.1090]],
  "s2": 6.014,
  "homo_energy_ha": [-0.5438, -0.5422],
  "total_energy_ha": -4443.200610,
  "charge": 3,
  "multiplicity": 5,
  "homo_lumo_gap_ev": [8.066, 4.385]
}